Formula: C30H38BEuF2N4O2
Source: the Open Molecules 2025 dataset
Level of theory: wB97M-V/def2-TZVPD

Calculated values
LUMO (spin up / spin down) in eV: -0.178 / -0.178
Kohn-Sham gap (spin up / spin down) in eV: 6.4 / 6.4
E_HOMO (spin up / spin down) in hartree: -0.2424 / -0.2435
Spin multiplicity: 7
ΔE to the lowest compared entry with this formula, charge and spin in kJ/mol: 0.0
⟨S²⟩: 12.0255

Last column: Löwdin spin population.
CARTESIAN COORDINATES (ANGSTROEM)
Eu1 0.36203 -0.92971 -0.91782  6.089
F1 0.00086 -2.98183 -2.07067  -0.006
F2 -1.39602 -2.63760 -3.70549  -0.007
O1 1.99787 -0.44909 0.51589  -0.011
O2 -0.80265 -1.99710 0.50059  -0.011
N1 -0.22101 3.45988 2.43458  0.000
N2 0.97758 1.15042 -3.27578  -0.002
N3 2.59199 -1.67442 -1.85461  -0.005
N4 -0.67063 1.06827 -0.19553  -0.012
C1 -1.83775 0.66096 0.58600  0.000
C2 3.10151 -1.73323 -3.20650  0.000
C3 2.40555 -4.05992 0.89574  0.000
C4 1.95196 -3.05365 3.01169  0.000
C5 -0.75629 -0.49011 4.65391  0.000
C6 -0.88829 2.19643 -1.07436  0.000
C7 0.56734 4.15553 3.46328  0.000
C8 -4.46892 -1.39967 -1.27548  0.001
C9 2.07238 -1.61756 1.03444  -0.002
C10 -0.43652 0.96032 2.75161  0.000
C11 2.69269 -2.73254 -1.12936  -0.002
C12 0.03135 1.13860 -4.39019  -0.001
C13 -3.93920 -2.67465 -1.17329  0.000
C14 -2.57910 -0.50962 -0.05714  0.000
C15 0.32086 2.07865 2.10771  0.000
C16 -1.45085 0.30275 2.03490  0.000
C17 0.48527 2.82417 -1.41499  0.000
C18 2.27809 0.62601 -3.71735  0.000
C19 1.09750 2.53661 -2.79681  0.000
C20 -2.14276 -0.70788 2.70167  0.000
C21 1.93200 -1.81001 2.44023  0.000
C22 2.25600 -0.85651 -4.13419  -0.001
C23 -1.98024 -1.81002 -0.00915  -0.001
C24 2.18076 -4.19827 2.24115  0.000
C25 -1.64131 3.43227 2.81356  0.000
C26 -0.09060 0.54734 4.03546  0.000
C27 -3.79421 -0.33655 -0.69401  0.000
C28 -1.79849 -1.10470 3.97958  0.000
C29 2.36568 -2.80577 0.26215  0.000
C30 -2.73301 -2.88226 -0.53894  0.000
B1 -0.71271 -1.92017 -2.78423  -0.025
H1 0.64381 3.21591 -3.52903  0.000
H2 -0.14796 3.99251 1.56449  0.000
H3 -0.46363 -0.82057 5.63973  0.000
H4 0.18422 5.16341 3.62572  0.000
H5 -2.95437 -1.21305 2.20136  0.000
H6 1.37652 2.05705 2.36855  0.000
H7 2.61747 -0.96993 -5.15928  0.000
H8 2.97190 0.73200 -2.88054  0.000
H9 2.15420 2.81740 -2.73031  0.000
H10 0.41393 1.72397 -5.24309  0.000
H11 -2.02798 4.44654 2.90305  0.000
H12 0.50307 3.60414 4.39898  0.000
H13 -0.91268 1.56613 -4.06051  0.000
H14 3.10220 -3.65747 -1.57120  0.000
H15 2.18920 -5.17638 2.70097  0.000
H16 3.11453 -2.76686 -3.59443  0.000
H17 -1.75464 2.91281 3.76330  0.000
H18 -2.20272 2.89037 2.05509  0.000
H19 1.61168 4.21814 3.16398  0.000
H20 0.42141 3.91519 -1.32951  0.000
H21 -4.47068 -3.51747 -1.59401  0.000
H22 2.60391 -4.93280 0.28495  0.000
H23 -2.33792 -1.91543 4.44666  0.000
H24 1.19385 2.45763 -0.66922  0.000
H25 -1.43548 1.94137 -2.00067  0.000
H26 0.16169 1.82419 1.00702  0.000
H27 -2.56955 1.50426 0.63870  0.000
H28 2.65911 1.23093 -4.56066  0.000
H29 4.14037 -1.37052 -3.20092  0.000
H30 1.77198 -0.92852 3.04551  0.000
H31 0.72776 1.04397 4.54474  0.000
H32 1.78511 -3.15334 4.07656  0.000
H33 -0.16902 0.12529 -4.72670  -0.001
H34 -5.40336 -1.23553 -1.78897  0.000
H35 -1.51331 2.97480 -0.56862  0.000
H36 -4.22825 0.65501 -0.74656  0.000
H37 -2.31976 -3.87772 -0.44421  0.000
H38 1.23469 -1.24284 -4.07915  -0.002


Formula: C4H16NO3
Source: the Open Molecules 2025 dataset
Level of theory: wB97M-V/def2-TZVPD

Calculated values
LUMO in eV: -3.073
Kohn-Sham gap in eV: 10.4
Net charge: +1
E_HOMO in hartree: -0.4969
ΔE to the lowest compared entry with this formula, charge and spin in kJ/mol: 147.9

Last column: natural (NBO) charge in e.
CARTESIAN COORDINATES (ANGSTROEM)
O1 -0.84318 2.08427 0.02495  -0.759
O2 -4.37932 -1.66787 -4.28952  -0.930
O3 1.84935 2.09996 3.66273  -0.952
N1 1.33341 1.12770 1.03409  -0.698
C1 0.33848 0.11134 0.55022  -0.084
C2 0.27528 -2.33533 -0.00238  -0.597
C3 -0.44969 0.80392 -0.53614  -0.094
C4 1.08118 -1.01422 -0.19567  -0.422
H1 1.24268 -0.97246 -1.26969  0.231
H2 -0.71655 -2.11078 -0.39127  0.214
H3 2.48933 2.78936 3.44351  0.485
H4 0.62564 -3.22084 -0.44660  0.237
H5 1.27394 2.00602 0.47996  0.451
H6 2.30833 0.87858 0.87020  0.430
H7 0.04825 0.93929 -1.49078  0.193
H8 -0.25000 -0.32996 1.37870  0.254
H9 -4.61958 -2.59003 -4.05067  0.466
H10 -1.46597 2.53753 -0.55623  0.499
H11 0.42985 -2.47484 1.11917  0.209
H12 -3.80603 -1.93046 -5.06132  0.465
H13 2.08412 -1.10249 0.20530  0.202
H14 1.28251 2.60860 4.26106  0.500
H15 1.26245 1.43443 2.02431  0.482
H16 -1.39446 0.32830 -0.76396  0.219


Formula: C3H8NS
Source: the Open Molecules 2025 dataset
Level of theory: wB97M-V/def2-TZVPD

Calculated values
LUMO in eV: 4.184
Kohn-Sham gap in eV: 6.4
Net charge: -1
E_HOMO in hartree: -0.0831
ΔE to the lowest compared entry with this formula, charge and spin in kJ/mol: 202.2

Last column: natural (NBO) charge in e.
CARTESIAN COORDINATES (ANGSTROEM)
S1 2.02023 0.61085 -0.27855  -0.715
N1 -1.82164 0.26347 -0.40281  -0.440
C1 1.77844 -1.09379 0.31352  -0.744
C2 -1.19608 0.34307 -1.54836  -0.127
C3 -1.10722 0.81875 0.81423  -0.437
H1 -0.19139 0.81086 -1.52646  0.214
H2 0.99813 -1.04318 1.00041  0.157
H3 1.60185 -2.02201 -0.27769  0.166
H4 -1.61967 -0.21682 -2.36396  0.153
H5 -1.89321 0.96954 1.66978  0.156
H6 -0.45562 -0.02178 1.06150  0.223
H7 2.61490 -1.21671 0.97318  0.189
H8 -0.72873 1.79776 0.56520  0.205


Formula: CH3INOP
Source: the Open Molecules 2025 dataset
Level of theory: wB97M-V/def2-TZVPD

Calculated values
LUMO in eV: -0.245
Kohn-Sham gap in eV: 9.1
E_HOMO in hartree: -0.3451
ΔE to the lowest compared entry with this formula, charge and spin in kJ/mol: 123.0
Structure (SMILES): O=C(I)NP

Last column: natural (NBO) charge in e.
CARTESIAN COORDINATES (ANGSTROEM)
I1 -3.01051 -0.83556 0.13063  0.120
P1 1.70700 0.02975 0.22680  0.523
O1 -0.92917 1.29253 -0.33286  -0.502
N1 0.15600 -0.61743 0.32971  -1.018
C1 -1.17876 0.21448 -0.10295  0.568
H1 1.33553 1.35020 -0.22745  -0.025
H2 -0.12449 -1.11954 1.13220  0.391
H3 2.04440 -0.31443 -1.15607  -0.056


Formula: CH3O4Si
Source: the Open Molecules 2025 dataset
Level of theory: wB97M-V/def2-TZVPD

Calculated values
LUMO in eV: 3.790
Kohn-Sham gap in eV: 7.5
Net charge: -1
E_HOMO in hartree: -0.1361
ΔE to the lowest compared entry with this formula, charge and spin in kJ/mol: 69.6
Structure (SMILES): O=C([O-])[SiH](O)O

Last column: natural (NBO) charge in e.
CARTESIAN COORDINATES (ANGSTROEM)
Si1 0.23928 0.41582 0.33864  1.643
O1 1.01825 -0.33494 -2.19855  -0.758
O2 -1.16876 -0.47325 -1.78889  -0.792
O3 -1.14619 0.95180 1.11858  -1.100
O4 0.52686 -1.08327 1.26390  -1.115
C1 0.03158 -0.24365 -1.47947  0.429
H1 -1.93398 0.73215 0.70488  0.490
H2 1.05198 1.56842 0.63731  -0.281
H3 1.38099 -1.53307 1.40360  0.484


Formula: C2H2ClO2S
Source: the Open Molecules 2025 dataset
Level of theory: wB97M-V/def2-TZVPD

Calculated values
LUMO in eV: 3.348
Kohn-Sham gap in eV: 7.0
Net charge: -1
E_HOMO in hartree: -0.1339
ΔE to the lowest compared entry with this formula, charge and spin in kJ/mol: 257.6

Last column: natural (NBO) charge in e.
CARTESIAN COORDINATES (ANGSTROEM)
Cl1 -1.41493 2.44462 -1.10552  -0.450
S1 -2.19065 0.58898 -2.31011  0.792
O1 -0.82999 0.18991 -2.75631  -0.923
O2 -2.82992 0.52117 0.80715  -0.664
C1 -1.91949 0.01718 0.03825  0.520
C2 -0.67981 -0.40359 -0.14313  -0.774
H1 -0.35006 -0.57432 -1.23825  0.281
H2 -0.11161 -0.92156 0.74032  0.218